Record 1
DFT (ωB97M-V/def2-TZVPD) results for a molecular structure, C22H18BrN4OSSc in a non-equilibrium geometry.

```
48
Properties=species:S:1:pos:R:3:forces:R:3:nbo_charge:R:1
Sc 0.449860 -0.007058 -0.101385 -1.32 -0.04 -0.75 1.866
Br 4.850560 -4.373858 3.960815 -0.15 0.24 -0.22 0.131
C 3.961560 -3.261258 2.710815 -0.09 -0.03 0.15 -0.117
C 4.110360 -3.502958 1.337715 -0.07 -0.02 0.53 -0.136
C 3.457560 -2.718558 0.419515 -0.53 0.69 -0.25 -0.257
C 2.608760 -1.663958 0.815015 1.26 -1.38 1.53 0.371
O 2.042160 -0.901958 -0.089985 0.56 0.40 -0.50 -0.786
C 2.426960 -1.448158 2.226815 0.16 -0.24 -1.02 -0.172
C 1.557160 -0.437958 2.725315 0.06 -0.03 -0.14 0.245
N 0.680360 0.183242 1.988315 0.33 -0.15 0.32 -0.641
C -0.080840 1.239142 2.520215 -0.46 0.59 0.50 0.083
C -0.505340 1.300742 3.831715 0.14 -0.10 -0.64 -0.184
C -1.195540 2.422842 4.305415 -0.05 0.31 -0.09 -0.161
C -1.432940 3.494042 3.486115 0.05 -0.18 0.08 -0.155
C -1.040740 3.460742 2.130515 0.10 -0.42 -0.23 -0.104
C -1.262440 4.535742 1.244315 0.25 -0.27 -0.16 -0.043
C -0.802040 4.439542 -0.044985 -0.14 0.02 0.16 -0.267
C -0.206840 3.251042 -0.472685 0.04 -0.20 -0.01 0.109
N -0.039540 2.179142 0.295715 0.16 0.35 0.12 -0.615
C -0.396540 2.299642 1.618515 -0.16 0.05 0.58 0.221
C 3.138260 -2.245058 3.145515 0.14 -0.25 -0.17 -0.161
H 4.732060 -4.324558 1.013015 0.07 0.02 -0.06 0.252
H 3.582560 -2.896558 -0.639785 0.03 0.02 -0.02 0.240
H 1.677860 -0.171358 3.779215 -0.16 0.02 -0.15 0.214
H -0.313840 0.468942 4.493115 0.00 -0.04 0.09 0.236
H -1.519140 2.437142 5.331915 -0.06 0.06 0.16 0.248
H -1.920440 4.381142 3.856915 -0.10 0.08 0.09 0.243
H -1.771240 5.419442 1.599715 -0.01 0.11 0.00 0.248
H -0.916040 5.247342 -0.749185 0.01 0.09 -0.04 0.255
H 0.143160 3.186242 -1.495285 -0.03 -0.02 0.09 0.204
H 2.994660 -2.083658 4.203515 0.04 0.04 0.11 0.239
C -2.808940 -3.010058 -4.826385 -0.23 -0.28 -0.15 -0.680
C -2.134340 -2.096958 -3.887785 0.21 0.84 -0.07 0.374
C -1.912640 -0.756958 -4.131185 0.11 -0.22 0.25 -0.335
C -1.216540 0.013542 -3.189785 -0.11 -0.26 -0.18 0.380
N -0.796440 -0.497658 -2.027985 -0.27 -0.54 -0.32 -0.639
C -1.089540 -1.802758 -1.754485 -0.18 0.22 0.10 0.283
S -0.731040 -2.411958 -0.240585 0.09 0.15 0.39 -0.086
N -1.708840 -2.574458 -2.696285 0.25 0.04 0.18 -0.517
C -0.931740 1.441642 -3.452885 0.19 0.19 0.05 -0.659
H -3.027340 -2.516058 -5.770485 0.01 0.00 0.09 0.266
H -3.743740 -3.359158 -4.383685 -0.08 0.00 -0.03 0.270
H -2.203640 -3.893758 -5.026385 0.10 -0.03 0.01 0.267
H -2.243140 -0.304958 -5.049885 -0.03 -0.02 -0.13 0.262
H -1.847640 -3.553858 -2.457685 -0.03 0.14 -0.03 0.455
H -0.672240 1.609342 -4.496185 0.04 -0.01 -0.01 0.268
H -0.114040 1.773342 -2.808585 -0.17 0.02 -0.26 0.214
H -1.828540 2.031542 -3.246185 0.04 0.04 0.07 0.269
```
Forces are in eV/Å.

Summary:
- calculated total energy (Ha) = -4876.02131
- lowest unoccupied orbital energy (eV) = -6.535
- energy relative to the best compared isomer or geometry (same formula, charge and spin) (kJ/mol) = 49.7
- net charge = +2
- gap between HOMO and LUMO (eV) = 6.875
- spin multiplicity = 1
- molecular weight (g mol⁻¹) = 511.3


Record 2
DFT (ωB97M-V/def2-TZVPD) results for 3 unconnected molecules or ions with the total composition C36H22BrFN2O4 in a non-equilibrium geometry.

```
66
Properties=species:S:1:pos:R:3:forces:R:3:nbo_charge:R:1
C 0.142701 -3.825836 -1.358122 1.31 0.52 0.22 -0.141
C 0.852299 -2.876239 -1.677344 -0.55 0.05 -0.46 -0.105
C 1.673714 -1.611033 -2.157684 -0.58 -3.23 0.49 -0.194
Br 0.273817 -0.275915 -2.666153 1.07 -0.48 0.11 0.120
C 2.539630 -2.070859 -3.387503 -0.60 1.77 0.62 0.257
N 3.182304 -2.126850 -4.352834 -0.81 -0.28 1.37 -0.265
C 2.553329 -1.153764 -0.894060 0.78 -0.94 0.13 -0.289
C 3.119987 -2.499680 -0.262482 0.01 1.17 -0.80 0.269
N 3.670296 -3.472415 0.050092 -0.81 1.33 -0.23 -0.297
C 3.815383 -0.229346 -1.237034 -0.32 0.26 0.54 -0.454
C 3.561120 0.936719 -2.278078 1.11 0.04 -0.49 0.030
F 2.914975 2.085425 -1.708673 0.62 -1.72 -0.40 -0.376
H -0.312351 -4.768232 -0.935226 0.55 1.73 -0.81 0.286
H 1.864632 -0.650785 -0.156007 0.67 -0.67 -0.86 0.279
H 4.141778 0.262616 -0.257886 -0.38 -0.70 -1.31 0.250
H 4.666015 -0.918627 -1.561109 -1.16 1.13 0.10 0.253
H 4.587986 1.284197 -2.641827 -1.37 -0.33 0.62 0.189
H 2.998552 0.629403 -3.210393 0.39 0.30 1.27 0.189
C 2.505673 4.637694 -3.888205 -0.06 0.13 0.08 -0.192
C 1.324626 4.124350 -3.358282 -0.04 0.17 0.01 -0.181
C 0.518015 4.920982 -2.557309 0.04 -0.23 -0.13 -0.176
C 0.895777 6.231343 -2.272072 0.18 -0.16 -0.13 -0.055
C 2.091500 6.737509 -2.782982 -0.07 -0.23 -0.06 -0.157
C 2.889639 5.940511 -3.601437 0.04 -0.22 -0.10 -0.152
C 2.530761 8.113471 -2.447844 0.67 0.25 -0.31 0.533
O 3.571871 8.557047 -2.896115 -0.18 -0.06 0.08 -0.526
C 1.685088 8.937034 -1.550596 -0.14 0.18 0.20 -0.059
C 2.111679 10.210864 -1.179903 -0.04 0.21 0.12 -0.182
C 1.320273 10.994858 -0.350585 0.01 -0.14 -0.08 -0.190
C 0.095186 10.513485 0.104489 0.04 -0.12 -0.08 -0.194
C -0.331225 9.242818 -0.257833 -0.02 0.20 0.12 -0.152
C 0.466841 8.447765 -1.078262 0.06 0.26 0.08 -0.151
C 0.018471 7.079148 -1.430013 -0.70 -0.31 0.26 0.532
O -1.050400 6.655846 -1.029249 0.19 0.09 -0.06 -0.527
H 3.130566 4.017389 -4.521761 -0.04 0.06 0.05 0.216
H 1.033727 3.102130 -3.573725 0.02 0.08 0.04 0.218
H -0.403682 4.518221 -2.151844 0.06 0.20 0.02 0.236
H 3.813230 6.333115 -4.012319 -0.12 0.10 0.13 0.238
H 3.063187 10.592695 -1.533520 -0.09 -0.18 -0.06 0.240
H 1.656736 11.983952 -0.059226 -0.02 -0.08 -0.04 0.219
H -0.525528 11.129261 0.746309 0.05 -0.06 -0.05 0.219
H -1.283835 8.871031 0.103236 0.14 -0.11 -0.12 0.239
C -6.784591 -6.469678 2.019483 0.14 -0.01 0.05 -0.191
C -6.113065 -6.039530 0.877800 0.12 -0.03 0.08 -0.190
C -4.725379 -5.996871 0.861560 -0.20 0.03 -0.11 -0.191
C -4.003337 -6.373211 1.992187 -0.26 0.02 -0.01 -0.073
C -4.677167 -6.781053 3.144172 -0.15 0.06 -0.22 -0.177
C -6.069290 -6.839157 3.150830 -0.19 0.04 -0.11 -0.153
C -3.923526 -7.137258 4.370811 -0.39 -0.24 0.65 0.613
O -4.510201 -7.496487 5.374484 0.10 0.06 -0.18 -0.537
C -2.444318 -7.039907 4.356200 0.29 0.03 0.03 -0.178
C -1.724686 -7.315619 5.517031 0.21 -0.02 0.11 -0.153
C -0.337786 -7.239926 5.509535 -0.14 0.01 -0.10 -0.191
C 0.336547 -6.897546 4.340123 -0.12 0.01 -0.05 -0.189
C -0.376608 -6.616603 3.182567 0.17 -0.01 0.11 -0.190
C -1.769088 -6.677611 3.190007 0.17 -0.05 0.19 -0.074
C -2.522004 -6.341238 1.958828 0.36 0.19 -0.60 0.608
O -1.933048 -6.037467 0.936337 -0.04 0.01 0.08 -0.572
H -7.868321 -6.511297 2.028018 0.09 0.00 0.01 0.220
H -6.673271 -5.739276 -0.000948 0.06 -0.03 0.07 0.220
H -4.207377 -5.666034 -0.031890 0.08 -0.08 0.17 0.238
H -6.597494 -7.168141 4.038894 0.21 0.03 -0.01 0.240
H -2.243628 -7.585910 6.430163 -0.09 0.03 -0.19 0.239
H 0.219911 -7.449955 6.415713 -0.06 0.01 -0.07 0.221
H 1.419843 -6.845679 4.333361 -0.09 0.00 -0.01 0.222
H 0.153540 -6.345842 2.276108 -0.19 0.00 0.03 0.239
```
Forces are in eV/Å.

Summary:
- calculated total energy (Ha) = -4469.29708
- lowest unoccupied orbital energy (eV) = -1.158
- net charge = 0
- gap between HOMO and LUMO (eV) = 8.613
- spin multiplicity = 1
- molecular weight (g mol⁻¹) = 645.5


Record 3
DFT (ωB97M-V/def2-TZVPD) results for a molecular structure, C47H48IN4O5P2STa in a non-equilibrium geometry.

```
109
Properties=species:S:1:pos:R:3:forces:R:3:lowdin_charge:R:1
Ta 1.426513 0.632002 0.497827 0.06 1.05 -0.65 1.743
C -0.792998 1.543225 -2.560521 0.56 -0.63 1.74 -0.298
P -2.518229 1.087559 -2.960437 0.12 -0.73 -1.28 1.074
C -2.709188 2.137718 -4.527500 -1.19 -0.68 1.05 -0.346
C -2.854637 3.501354 -4.357103 0.46 0.02 0.85 -0.109
C -3.227205 4.274702 -5.414887 -0.15 2.42 -1.78 -0.099
C -3.464995 3.756390 -6.677425 0.96 -1.00 -0.89 -0.084
C -3.371638 2.364281 -6.822084 -0.71 0.57 -1.79 -0.112
C -3.054908 1.578571 -5.761825 1.00 -1.92 1.20 -0.126
C -3.464644 2.092455 -1.815504 -1.26 0.16 0.17 -0.424
C -2.954222 2.852565 -0.786013 0.43 -0.43 0.36 -0.096
C -3.734039 3.672753 0.014977 0.04 -0.22 -0.77 -0.066
C -5.068665 3.706199 -0.261146 -0.68 -0.24 0.06 -0.093
C -5.660171 2.868027 -1.207853 -0.01 0.76 0.15 -0.076
C -4.862674 2.079959 -1.992386 0.26 -0.19 -0.35 -0.111
C 0.230302 0.434707 -2.546640 -0.65 0.18 0.10 -0.343
C 0.658990 -0.202179 -3.664608 0.55 -0.05 -0.65 -0.050
C 1.604358 -1.186801 -3.265557 -0.33 -0.82 -0.69 -0.045
C 1.647983 -1.199342 -1.898330 -0.55 1.02 -1.13 -0.434
C 2.427226 -2.062405 -0.972897 -0.26 0.57 -0.28 -0.251
P 1.556063 -1.906049 0.604797 0.18 -1.34 0.30 1.012
C 0.091858 -2.957855 0.525131 -0.56 -1.17 0.14 -0.297
C -0.263615 -3.769493 1.645044 1.73 1.95 -0.32 -0.080
C -1.291503 -4.657767 1.535311 -0.72 -1.07 0.98 -0.095
C -1.928106 -4.859269 0.326057 1.15 0.42 -1.06 -0.066
C -1.484051 -4.170192 -0.812742 -1.28 -0.43 -0.23 -0.070
C -0.554309 -3.170124 -0.701939 0.84 0.64 0.28 -0.078
C 2.486235 -2.798784 1.858393 0.26 -0.16 -0.25 -0.387
C 3.104569 -4.024304 1.553454 -0.65 0.29 -0.47 -0.080
C 3.619735 -4.834099 2.520448 1.43 0.09 0.62 -0.063
C 3.654156 -4.366856 3.852019 0.17 -1.54 -0.36 -0.074
C 2.973500 -3.228936 4.149230 -0.04 2.52 1.95 -0.099
C 2.408426 -2.391262 3.166210 -0.57 -0.15 0.48 -0.153
N 0.803687 -0.180867 -1.431529 0.13 0.14 1.32 -0.105
H -0.703309 2.154015 -1.661287 -0.23 -0.30 -0.16 0.038
H -0.606661 2.223866 -3.331730 0.97 0.96 -1.23 0.066
H -2.628454 3.946614 -3.385059 -0.16 0.01 -0.32 0.117
H -3.266263 5.379107 -5.423695 0.10 -0.62 0.79 0.114
H -3.456524 4.376377 -7.606332 -0.64 -0.35 1.13 0.118
H -3.575166 1.879887 -7.795585 0.21 0.44 0.57 0.111
H -2.953683 0.472734 -5.880431 -0.28 0.98 0.07 0.111
H -1.926455 2.711841 -0.561834 0.80 0.45 0.24 0.067
H -3.331874 4.338943 0.753002 0.35 -0.02 0.29 0.104
H -5.668932 4.377525 0.294772 -0.72 0.52 0.46 0.092
H -6.728054 2.944122 -1.365094 -0.01 -0.21 -0.03 0.105
H -5.315575 1.480244 -2.777505 0.13 -0.03 0.03 0.109
H 0.347099 0.030448 -4.688765 0.20 -0.09 0.52 0.119
H 2.056633 -1.881389 -3.976362 0.12 0.18 0.53 0.111
H 3.434788 -1.666324 -0.876893 0.34 -0.12 0.31 0.097
H 2.443374 -3.044381 -1.401103 0.18 -0.78 0.09 0.098
H 0.360581 -3.625723 2.559774 -1.02 -0.46 -0.70 0.113
H -1.575310 -5.269273 2.412018 0.15 0.42 -0.57 0.123
H -2.629205 -5.642223 0.198211 -0.76 -0.53 0.08 0.094
H -1.905250 -4.385861 -1.810246 0.11 0.09 0.71 0.121
H -0.267175 -2.573183 -1.569058 -0.13 -0.24 0.15 0.105
H 3.127105 -4.387116 0.543058 0.00 0.07 -0.43 0.107
H 4.187471 -5.717140 2.201771 -0.46 0.20 0.36 0.117
H 4.188444 -4.946365 4.628296 -0.49 0.46 -0.51 0.120
H 3.008653 -2.805796 5.198247 -0.17 -0.76 -1.22 0.130
H 1.823156 -1.469451 3.393507 0.82 -0.77 0.13 0.095
O 3.716606 2.785540 -2.135159 0.57 0.48 -0.70 0.129
C 2.885912 2.415150 -1.379251 -1.76 -0.50 1.40 -0.476
O 2.958811 1.311070 -0.649521 -0.09 0.03 0.37 -0.223
C 1.518465 3.137449 -1.005846 1.28 0.32 -1.06 -0.491
O 1.232410 4.192413 -1.484556 -0.41 -0.05 0.26 0.161
O 0.812635 2.431470 -0.137525 -0.31 0.15 0.03 -0.220
N 5.661468 0.895957 -0.559873 -0.09 0.79 0.44 0.163
C 6.685541 0.316327 -1.204982 -1.12 -0.79 -1.69 -0.706
O 7.645315 -0.172201 -0.671446 0.93 -0.13 0.37 0.044
C 6.390839 0.135576 -2.715623 -0.02 -0.61 0.69 -0.594
I 6.975436 1.878541 -3.737360 0.16 0.19 -0.34 0.819
H 5.891224 1.104601 0.402459 -0.38 0.17 0.01 0.096
H 4.954805 1.456148 -1.055346 0.83 -0.52 0.43 0.062
H 5.321640 -0.025247 -2.888739 0.18 0.27 0.04 0.037
H 6.923391 -0.745802 -3.084598 0.14 0.45 0.02 0.052
S 5.268134 -0.501188 3.158540 -0.63 0.56 -0.77 0.699
C 4.030151 0.059108 2.310018 -0.75 0.00 0.33 -0.881
N 3.009181 0.447758 1.802765 1.48 -0.79 0.09 -0.114
C -3.690540 -1.205831 -0.285348 -0.25 -1.36 -0.06 -0.047
C -2.826387 -1.128451 0.971600 0.45 1.01 0.01 -0.218
C -3.090442 -1.861897 2.141435 -0.81 -0.36 -1.05 -0.011
C -2.242923 -1.820143 3.235703 1.52 1.60 -0.14 -0.265
C -2.370977 -2.664988 4.450701 0.01 -1.00 0.10 -0.052
C -1.096854 -0.955417 3.191283 -0.99 -1.20 0.04 -0.018
C -0.887851 -0.126694 2.099770 0.69 0.78 0.26 -0.304
C -1.757797 -0.208544 1.009887 -0.14 -1.04 0.37 -0.005
N 0.253912 0.810660 2.072371 -0.54 -0.44 0.18 -0.138
C 0.444624 1.782197 3.264745 -0.75 -0.86 -2.16 -0.595
C 1.104437 1.121089 4.406819 0.07 0.43 1.46 -0.054
C 1.335753 2.906113 2.805936 0.39 0.24 -0.16 -0.062
C -0.945943 2.319987 3.618911 0.54 -0.69 0.59 -0.009
H -4.481286 -0.453986 -0.325287 -0.13 -0.09 0.44 0.072
H -4.140771 -2.240944 -0.393174 0.31 1.19 0.29 0.095
H -3.162360 -1.034866 -1.230451 0.44 -0.06 0.40 0.028
H -3.978690 -2.526604 2.075294 0.74 0.34 0.47 0.134
H -3.051539 -3.512010 4.268653 -0.12 0.52 0.42 0.087
H -2.554277 -2.122094 5.385258 -0.54 -0.02 -0.36 0.090
H -1.407991 -3.129017 4.636915 0.37 -0.21 -0.03 0.071
H -0.348334 -1.053404 3.983869 -0.48 0.20 -0.28 0.101
H -1.509512 0.341675 0.136792 -0.10 0.70 -0.73 0.079
H 0.440454 0.450999 4.911320 -0.01 -0.93 0.16 0.069
H 1.183700 1.919263 5.127666 0.25 0.43 0.57 0.090
H 2.130287 0.787300 4.274630 -0.18 -0.43 -0.37 0.081
H 2.338485 2.618119 2.463511 -0.38 -0.19 -0.01 0.074
H 1.524123 3.572529 3.630954 -0.11 0.35 0.41 0.094
H 0.822002 3.440323 2.042060 -0.14 0.66 -0.69 0.069
H -1.411431 2.822093 2.783949 -0.08 0.13 -0.28 0.086
H -0.783761 3.014794 4.432728 -0.31 0.32 0.24 0.090
H -1.593297 1.497695 3.965895 0.17 0.44 -0.10 0.089
```
Forces are in eV/Å.

Summary:
- calculated total energy (Ha) = -3850.76324
- lowest unoccupied orbital energy (eV) = -1.087
- energy relative to the best compared isomer or geometry (same formula, charge and spin) (kJ/mol) = 107.5
- net charge = 0
- gap between HOMO and LUMO (eV) = 7.035
- spin multiplicity = 1
- molecular weight (g mol⁻¹) = 1150.8